(1)
# C19H27FN2O4

The molecule C19H27FN2O4 (wB97M-V/def2-TZVPD, OMol25).

The spin multiplicity is 1. The value obtained for the HOMO energy is -9.38 eV. Its structure (SMILES) is CC[C@H](C)[C@@H](NC(=O)[C@@H](NC(=O)c1ccccc1F)C(C)C)C(=O)OC. The value obtained for the largest force on an atom is 0.64 eV/A.

Atoms and positions in Å:
F 0.658 -3.830 -1.501
O 2.848 2.506 0.234
O 0.020 -0.316 2.599
O -1.175 -0.061 -1.734
O 1.879 0.596 -0.448
N -0.340 0.942 0.760
N -0.633 -1.727 -0.324
C 0.845 -2.997 -2.554
C -1.392 -1.196 0.795
C -0.495 -0.163 1.511
C -1.930 -2.329 1.683
C -0.218 3.648 -0.579
C 3.010 0.259 -1.240
C 0.651 1.939 1.066
C 1.846 -2.671 -4.700
C 0.508 -0.949 -3.710
C 1.921 1.741 0.244
C -0.845 3.449 3.260
C 1.622 -3.472 -3.594
C -0.573 -1.107 -1.512
C -2.784 -1.733 2.799
C 0.271 -1.729 -2.577
C 0.113 3.371 0.888
C 1.284 -1.405 -4.757
C -0.823 -3.204 2.271
C -1.118 3.610 1.769
H -3.248 -2.525 3.381
H -1.712 3.769 3.833
H 0.053 0.030 -3.737
H -2.164 -1.136 3.462
H -1.909 2.920 1.469
H 2.706 0.236 -2.288
H -0.117 -2.590 2.822
H 1.449 -0.777 -5.618
H -3.570 -1.101 2.391
H -1.000 2.984 -0.940
H -1.473 4.625 1.580
H -0.727 0.944 -0.180
H 0.007 4.055 3.560
H 2.453 -3.037 -5.513
H -1.258 -3.929 2.954
H 0.943 1.786 2.113
H -2.242 -0.648 0.368
H 2.039 -4.464 -3.524
H -2.569 -2.955 1.047
H -0.642 2.412 3.513
H -0.563 4.672 -0.695
H 0.915 4.048 1.198
H 3.798 1.000 -1.093
H 0.665 3.516 -1.200
H -0.053 -2.523 -0.118
H -0.291 -3.758 1.499
H 3.358 -0.727 -0.934

Here are the natural (NBO) charges for atoms 1 to 8, given in e:
1. F -0.3395
2. O -0.6026
3. O -0.6403
4. O -0.6625
5. O -0.5203
6. N -0.6341
7. N -0.5902
8. C 0.4843

***

(2)
# C19H27FN4O4S

The molecule C19H27FN4O4S (wB97M-V/def2-TZVPD, OMol25).

The spin multiplicity is 1. The value obtained for the HOMO energy is -9.02 eV. Its structure (SMILES) is CN(C(=O)c1cc(S(N)(=O)=O)n(C)c1)[C@H]1CCCN(C(=O)C(F)=C2CCC2)CC1. The value obtained for the largest force on an atom is 0.95 eV/A.

Atoms and positions in Å:
S -2.529 4.984 2.864
F 3.854 2.976 6.703
O -2.183 6.189 2.168
O -1.133 -0.495 0.316
O 4.914 0.392 4.562
O -2.043 4.722 4.186
N -2.282 3.493 0.560
N 3.631 2.164 3.976
N 0.399 -0.068 1.934
N -4.179 4.941 2.836
C 2.716 0.602 2.253
C 4.338 0.892 8.797
C 3.703 1.716 2.586
C -2.079 3.607 1.915
C -2.913 4.473 -0.309
C 4.405 0.815 7.290
C 4.266 1.379 4.889
C -1.439 2.482 2.370
C 4.177 1.704 6.341
C 4.777 -0.645 7.296
C -1.242 1.644 1.250
C -0.684 0.271 1.155
C 1.254 0.916 2.607
C 1.273 2.322 4.797
C -1.789 2.298 0.164
C 4.613 -0.638 8.842
C 1.029 0.961 4.133
C 0.461 -1.437 2.427
C 2.512 3.057 4.282
H 5.500 -0.929 9.400
H -3.922 4.686 0.041
H 4.109 -1.296 6.731
H 5.788 -0.828 6.937
H -2.960 4.055 -1.311
H -1.850 1.976 -0.862
H 4.715 1.368 2.392
H 0.004 0.653 4.354
H 2.812 3.827 4.985
H 0.417 2.986 4.653
H -1.177 2.301 3.396
H 1.004 1.886 2.174
H -2.339 5.397 -0.320
H 3.036 -0.301 2.777
H 1.673 0.211 4.602
H 3.378 1.221 9.197
H 0.179 -1.486 3.482
H -0.226 -2.040 1.841
H 3.770 -1.224 9.202
H 2.278 3.564 3.347
H 5.117 1.514 9.239
H 3.518 2.591 1.960
H 1.362 2.169 5.875
H -4.559 4.383 3.591
H 1.462 -1.854 2.314
H 2.778 0.399 1.182
H -4.552 5.883 2.831

Here are the natural (NBO) charges for atoms 1 to 8, given in e:
1. S 2.3270
2. F -0.3392
3. O -0.9429
4. O -0.6138
5. O -0.6299
6. O -0.9340
7. N -0.2983
8. N -0.4330

***

(3)
# C19H27N12OPd

A structure of composition C19H27N12OPd (wB97M-V/def2-TZVPD, OMol25).

The spin multiplicity is 1. The value obtained for the HOMO energy is -4.31 eV. The net charge is -1. The value obtained for the largest force on an atom is 0.26 eV/A.

Atoms and positions in Å:
Pd 0.156 1.314 1.840
O -0.439 -4.777 -0.585
N 0.704 0.321 4.641
N -0.803 -2.447 0.911
N 1.326 3.641 0.338
N -1.068 -0.368 2.215
N -0.654 1.283 -0.021
N 1.329 2.887 1.465
N 1.011 1.214 3.668
N 1.490 0.528 5.635
N 2.234 4.538 0.458
N 2.872 4.430 1.644
N 2.339 1.547 5.378
N 2.645 2.948 3.479
C 3.202 -1.545 -1.091
C 0.212 -0.510 -3.171
C -0.064 -4.741 0.779
C -2.250 2.812 0.984
C 0.324 -3.340 1.207
C 2.013 1.936 4.159
C -0.341 -0.706 -4.561
C 1.894 -0.919 -1.509
C -3.069 1.179 -0.650
C -1.247 -2.493 -0.494
C -1.860 2.073 -0.302
C -0.902 -1.331 1.587
C -0.453 0.334 -2.294
C 1.380 -1.157 -2.785
C -1.625 3.152 -1.370
C 2.286 3.406 2.235
C 1.215 -0.098 -0.630
C -0.008 0.557 -0.963
C -1.555 -3.937 -0.832
H -2.481 2.114 1.791
H -0.893 -5.100 1.404
H 3.052 -2.374 -0.395
H 0.536 -3.299 2.275
H -3.004 0.703 -1.626
H 3.842 -0.815 -0.594
H -3.985 1.775 -0.633
H -0.438 0.250 -5.080
H -1.334 -1.161 -4.532
H 1.909 -1.801 -3.480
H -2.560 3.683 -1.570
H -1.786 -4.027 -1.892
H -0.456 -2.103 -1.141
H 3.738 -1.939 -1.955
H -3.165 0.398 0.109
H -2.130 -1.865 -0.604
H 0.307 -1.350 -5.156
H 3.362 3.457 3.964
H -1.254 2.748 -2.311
H 0.783 -5.417 0.892
H -2.416 -4.287 -0.246
H -0.876 3.857 -1.012
H -1.441 3.469 1.307
H -1.334 0.830 -2.667
H 1.203 -2.999 0.652
H -3.133 3.428 0.796
H 1.660 0.095 0.340

Here are the natural (NBO) charges for atoms 1 to 8, given in e:
1. Pd 0.8569
2. O -0.5209
3. N -0.1269
4. N -0.4699
5. N -0.1239
6. N -0.4369
7. N -0.6440
8. N -0.4096

***

(4)
# C19H27N2O3S

The ion C19H27N2O3S with charge +1 in a non-equilibrium geometry (wB97M-V/def2-TZVPD, OMol25).

The spin multiplicity is 1. The value obtained for the HOMO energy is -10.66 eV. The net charge is +1. Its structure (SMILES) is COc1ccccc1N1CC[NH+](C[C@H](O)COCc2cccs2)CC1. The value obtained for the largest force on an atom is 1.13 eV/A.

Atoms and positions in Å:
S 0.789 5.028 1.153
O 1.053 1.788 1.014
O 0.797 2.893 -1.760
O 0.286 -2.015 1.711
N -0.220 0.504 -1.197
N -0.716 -1.946 -0.743
C -1.262 0.335 -0.153
C -0.211 -5.602 -0.321
C 0.429 -4.457 1.690
C -0.488 4.860 2.289
C 0.110 -3.241 1.111
C -1.453 4.083 0.347
C 2.015 2.518 -1.126
C -0.211 4.393 -0.118
C -0.612 -0.224 -2.423
C 1.824 1.386 -0.092
C -1.611 4.353 1.724
C -0.555 -4.391 -0.901
C 0.320 4.218 -1.501
C -0.415 -3.207 -0.195
C -1.735 -1.130 -0.130
C 0.266 -5.634 0.973
C 0.800 -1.980 3.024
C 1.140 0.157 -0.706
C -0.647 -1.745 -2.166
H -0.137 1.521 -1.436
H -2.241 3.700 -0.277
H 0.142 -2.497 3.727
H 0.524 -6.573 1.436
H -2.093 1.005 -0.375
H 2.471 3.384 -0.636
H 2.830 1.075 0.233
H -1.600 0.137 -2.713
H -0.328 -6.516 -0.882
H 1.122 4.936 -1.701
H -0.477 4.362 -2.234
H -0.942 -4.373 -1.907
H 0.086 0.021 -3.224
H 0.850 -0.924 3.288
H 0.821 -4.503 2.693
H -1.893 -1.452 0.897
H 0.258 -2.229 -2.536
H 1.495 2.506 1.485
H 1.740 -0.204 -1.541
H -1.508 -2.171 -2.708
H 1.050 -0.631 0.045
H -2.690 -1.233 -0.669
H -0.326 5.158 3.305
H 1.802 -2.415 3.074
H -0.821 0.624 0.799
H 2.696 2.169 -1.910
H -2.524 4.183 2.265

Here are the natural (NBO) charges for atoms 1 to 8, given in e:
1. S 0.4241
2. O -0.7333
3. O -0.5696
4. O -0.5400
5. N -0.3948
6. N -0.4662
7. C -0.2369
8. C -0.2156